Record 1
{"formula": "C2H4ClN2P", "method": "ωB97M-V/def2-TZVPD", "charge": 0, "e_tot_ha": -989.52232, "lumo_energy_ev": [-1.8, -1.8], "homo_lumo_gap_ev": [6.36, 6.34], "homo_ev": [-8.1, -8.1], "max_force_ha_per_bohr": 0.07083, "species": ["C", "C", "N", "N", "P", "Cl", "H", "H", "H", "H"], "positions_angstrom": [[-1.375430, -1.103658, -0.345834], [0.572906, 0.677551, 0.948399], [-0.508294, -1.085163, -1.255719], [1.076872, 0.517035, -0.183615], [0.983123, -0.529000, -1.408323], [2.098409, 2.259352, -0.977093], [-1.190527, -0.737090, 0.741781], [-2.474792, -1.372367, -0.484541], [-0.151409, 1.423984, 1.214943], [0.969141, -0.050645, 1.750002]], "forces_ev_per_a": [[-1.53, 0.49, 1.70], [0.25, -1.87, 3.11], [-2.48, -1.19, 0.33], [0.25, -0.33, -1.66], [2.29, 0.95, -0.31], [0.30, 0.52, -0.33], [0.21, -0.66, -1.51], [1.54, 0.19, -0.37], [0.04, 0.61, 0.01], [-0.87, 1.27, -0.99]]}


Record 2
{"formula": "C24H31F4IrN8O6", "method": "ωB97M-V/def2-TZVPD", "charge": 1, "e_tot_ha": -2326.15014, "lumo_energy_ev": [-5.7, -5.1], "homo_lumo_gap_ev": [5.61, 6.31], "spin_multiplicity": 2, "homo_ev": [-11.3, -11.4], "max_force_ha_per_bohr": 0.11814, "species": ["Ir", "O", "C", "O", "C", "C", "C", "C", "C", "O", "C", "C", "O", "O", "H", "H", "H", "H", "H", "H", "H", "H", "C", "N", "C", "C", "O", "N", "C", "N", "H", "H", "H", "H", "H", "H", "H", "F", "C", "F", "F", "C", "C", "C", "N", "C", "C", "H", "H", "H", "H", "F", "C", "N", "C", "N", "C", "N", "C", "N", "C", "C", "H", "H", "H", "H", "H", "H", "H", "H", "H", "H", "H", "H"], "positions_angstrom": [[0.036707, 0.509904, -0.090665], [2.291097, -2.642538, -2.335703], [2.024709, -1.727164, -1.586319], [1.022600, -0.945607, -1.587565], [3.068946, -1.431340, -0.445127], [3.252967, 0.074903, -0.217866], [4.561428, 0.241767, 0.577158], [4.128268, -0.272818, 1.977681], [2.644034, -0.615132, 1.732378], [2.255248, 0.396605, 0.774154], [2.573707, -1.907646, 0.910185], [1.049490, -2.415120, 0.878061], [0.903956, -3.614946, 0.839739], [0.205769, -1.464902, 0.964034], [3.970599, -1.930618, -0.793151], [3.125909, 0.709287, -1.089524], [4.856311, 1.290311, 0.606295], [5.376065, -0.333135, 0.144874], [4.224961, 0.500102, 2.741428], [4.697221, -1.142403, 2.297578], [2.002280, -0.601331, 2.610815], [3.124774, -2.753339, 1.311502], [1.052894, 1.828117, 5.400238], [0.383683, 1.300538, 4.229447], [-0.796858, 0.454692, 4.262579], [-1.140540, 0.337843, 2.779127], [-2.086092, -0.217021, 2.283274], [-0.177724, 1.039568, 2.084483], [0.666618, 1.602522, 2.960702], [1.640960, 2.426750, 2.584191], [0.740218, 1.250316, 6.265172], [0.803292, 2.878674, 5.564046], [2.135645, 1.734634, 5.303927], [-1.616430, 0.907789, 4.822979], [-0.584167, -0.533546, 4.676854], [1.862136, 2.432425, 1.600222], [2.343375, 2.730578, 3.236009], [-1.385711, 7.595745, 0.620783], [-2.383236, 6.726341, 0.818883], [-3.391177, 7.071834, 0.006482], [-2.807428, 6.877445, 2.080712], [-1.942574, 5.306944, 0.550674], [-0.926225, 5.055424, -0.355565], [-0.556926, 3.738331, -0.579487], [-1.127537, 2.715761, 0.054079], [-2.107754, 2.964239, 0.923937], [-2.557223, 4.243242, 1.196978], [-0.427996, 5.858080, -0.878241], [0.221024, 3.495513, -1.289657], [-2.544226, 2.109583, 1.425397], [-3.362872, 4.407363, 1.897925], [1.049116, 1.686373, -1.405796], [-3.103909, 0.010510, -0.592906], [-1.803621, -0.070524, -1.319063], [-1.859548, 0.841824, -2.500720], [-2.960651, 0.487393, -3.366391], [-4.214782, 0.576581, -2.618176], [-4.194910, -0.338275, -1.475370], [-4.015797, -1.705430, -1.971201], [-2.756955, -1.801044, -2.703863], [-1.656139, -1.474199, -1.830265], [-2.780426, -0.887599, -3.842361], [-3.253094, 1.030265, -0.239799], [-3.078748, -0.661523, 0.263729], [-0.919404, 0.764829, -3.048835], [-1.991907, 1.866978, -2.154335], [-5.048350, 0.320573, -3.272116], [-4.351561, 1.600930, -2.264140], [-4.843030, -1.955761, -2.635514], [-4.005742, -2.403482, -1.132731], [-0.718224, -1.557759, -2.371335], [-1.638890, -2.159802, -0.981468], [-3.600563, -1.153804, -4.509126], [-1.840530, -0.959710, -4.391786]], "forces_ev_per_a": [[3.61, -4.72, -1.27], [-1.22, 0.71, -0.41], [3.73, -0.91, 2.21], [-3.39, 2.20, -0.37], [-0.92, 0.07, -1.66], [1.25, -0.43, -0.58], [-0.38, 0.36, 0.12], [-0.28, 0.31, -0.12], [0.81, -0.90, 0.58], [-1.02, 0.62, -0.29], [-1.92, -0.32, 0.66], [4.23, -0.70, -0.51], [-1.21, 0.60, 0.10], [-3.49, 2.27, -0.31], [0.13, 0.14, 0.25], [-0.04, -0.01, 0.10], [0.06, -0.01, 0.05], [-0.04, 0.01, -0.05], [0.08, 0.00, -0.02], [-0.10, -0.04, 0.05], [-0.03, 0.11, -0.12], [0.24, 0.21, 0.11], [0.10, 0.17, 0.01], [0.06, -0.04, -0.19], [-0.11, -0.16, -0.08], [-0.28, -0.12, 0.28], [0.09, 0.16, 0.25], [-0.27, -0.05, -1.13], [-0.03, 0.22, 0.08], [-0.18, -0.03, 0.08], [0.02, 0.00, 0.01], [-0.04, -0.03, 0.03], [0.00, -0.07, 0.02], [0.01, 0.00, -0.04], [-0.01, 0.02, 0.00], [0.17, 0.01, 0.05], [-0.02, 0.05, 0.01], [0.02, -0.08, -0.03], [-0.11, 0.26, 0.04], [0.03, -0.08, 0.01], [-0.01, -0.10, -0.02], [0.15, -0.05, -0.03], [-0.23, -0.06, 0.14], [0.08, 0.27, -0.24], [0.36, -0.21, -0.10], [-0.17, 0.02, 0.20], [0.05, 0.03, -0.12], [0.03, 0.01, -0.02], [0.00, -0.07, 0.06], [0.02, 0.01, 0.00], [0.01, -0.04, 0.04], [-1.26, -0.14, 1.01], [-0.59, -0.03, 0.30], [1.69, 0.88, 1.33], [-0.06, 0.34, -0.61], [0.01, 0.23, -0.23], [0.15, -0.05, 0.09], [-0.27, 0.10, 0.13], [0.15, 0.14, -0.02], [-0.06, -0.32, -0.04], [0.07, -0.89, -0.32], [0.06, 0.03, 0.22], [0.11, -0.04, -0.09], [0.14, 0.02, -0.11], [0.05, -0.06, 0.14], [0.02, -0.10, 0.10], [0.04, -0.01, 0.01], [0.00, -0.01, 0.01], [0.01, 0.00, 0.03], [0.01, 0.03, -0.01], [-0.13, 0.10, 0.07], [0.05, 0.15, 0.08], [0.00, 0.02, 0.03], [-0.02, -0.02, 0.03]]}


Record 3
{"formula": "C2H5NO2", "method": "ωB97M-V/def2-TZVPD", "charge": 0, "e_tot_ha": -284.26239, "lumo_energy_ev": 1.1, "homo_lumo_gap_ev": 10.91, "homo_ev": -9.8, "max_force_ha_per_bohr": 0.09789, "species": ["C", "C", "N", "O", "O", "H", "H", "H", "H", "H"], "positions_angstrom": [[0.334753, -1.109296, -0.510700], [-0.191419, 1.413267, -0.014225], [-0.114356, -1.828795, 0.565245], [1.046351, -0.985181, 0.582891], [-0.511711, 0.416402, -0.961254], [0.553485, -1.595269, -1.401431], [-0.488206, 1.116848, 1.002995], [-0.605177, 2.374266, -0.313686], [0.967434, 1.544954, 0.174128], [-0.991154, -1.347196, 0.876037]], "forces_ev_per_a": [[-2.66, 4.07, -1.31], [2.60, -0.69, 1.09], [-3.03, -1.41, 0.51], [1.75, 1.26, 1.05], [1.97, -3.31, 0.97], [0.88, -0.18, -1.73], [-0.57, 0.32, -0.14], [-0.18, -0.19, -0.05], [-1.91, -0.06, -0.90], [1.15, 0.20, 0.51]]}


Record 4
{"formula": "C5H7FN2", "method": "ωB97M-V/def2-TZVPD", "charge": 0, "e_tot_ha": -403.98573, "smiles": "Nn1ccc(CF)c1", "lumo_energy_ev": 0.8, "homo_lumo_gap_ev": 8.89, "homo_ev": -8.1, "max_force_ha_per_bohr": 0.08424, "species": ["N", "N", "C", "C", "C", "C", "F", "C", "H", "H", "H", "H", "H", "H", "H"], "positions_angstrom": [[2.114099, 1.082353, 1.172505], [1.128553, 0.400846, 0.398471], [1.203195, -0.973287, 0.344453], [-0.093393, -1.304211, -0.173854], [-0.836343, -0.202875, -0.395348], [-2.260241, -0.090734, -0.942945], [-2.689191, -1.214380, -1.649550], [-0.096941, 0.909865, 0.062148], [2.500349, 0.483354, 2.036019], [2.935185, 1.604867, 0.545275], [2.128959, -1.449799, 0.703175], [-0.449996, -2.236203, -0.546918], [-2.499428, 0.824021, -1.720645], [-2.863230, 0.267997, -0.052853], [-0.221578, 1.898186, 0.220066]], "forces_ev_per_a": [[2.61, 1.18, 0.12], [1.96, -0.71, 1.96], [-2.34, 0.91, -1.10], [2.76, -2.52, 0.19], [-1.26, 3.74, -0.38], [-0.38, 3.08, -0.95], [0.11, 0.29, 1.19], [1.08, -3.87, -0.70], [-1.16, 1.70, -3.12], [-2.88, -2.41, 2.17], [-0.96, -0.01, -0.54], [0.17, -0.82, 0.21], [1.33, -2.06, 1.76], [-0.21, -1.45, -0.99], [-0.82, 2.95, 0.17]]}


Computed energy above the lowest of the compared OMol25 structures with the same formula, charge and spin, in the same sequence as the records: 4.224 4.626 5.578 3.296 eV.